ORCA calculation (ωB97M-V/def2-TZVPD) on a single C26H32N4O3 molecule.

The geometry in XYZ format:
```
65
Properties=species:S:1:pos:R:3:forces:R:3
C 7.264 0.776 -0.465 -0.209 0.075 0.026
H 7.984 1.556 -0.693 0.127 0.051 -0.026
C 5.875 1.383 -0.316 0.206 0.070 -0.073
N 4.889 0.369 -0.004 0.119 0.113 -0.215
C 4.556 -0.028 1.255 -0.197 -0.274 -0.043
O 4.964 0.440 2.286 0.062 0.048 0.244
C 3.501 -1.121 1.083 -0.244 0.083 0.408
N 3.425 -1.267 -0.350 -0.168 0.017 0.048
C 4.264 -0.410 -0.988 -0.143 0.167 0.194
O 4.434 -0.292 -2.175 0.199 -0.026 -0.413
C 2.921 -2.451 -1.013 0.143 -0.244 -0.203
C 3.941 -3.586 -1.016 -0.162 0.198 -0.003
H 3.536 -4.442 -1.548 0.001 -0.142 -0.040
H 4.180 -3.894 -0.001 0.042 -0.074 0.090
H 4.854 -3.266 -1.513 0.090 -0.005 -0.057
H 2.689 -2.159 -2.040 -0.105 -0.051 0.121
H 2.007 -2.768 -0.508 -0.006 0.060 -0.130
C 2.194 -0.625 1.728 0.128 -0.225 0.103
C 1.089 -1.665 1.619 0.283 0.303 0.004
O 1.072 -2.620 2.374 0.190 -0.211 0.298
N 0.154 -1.511 0.653 -0.307 -0.086 -0.135
C 0.030 -0.467 -0.335 -0.069 0.497 -0.039
H 0.909 0.172 -0.364 -0.011 -0.075 0.007
C -1.231 0.355 -0.051 0.292 -0.079 -0.189
N -2.378 -0.529 -0.110 -0.133 -0.050 0.009
C -2.266 -1.557 0.906 0.182 -0.230 -0.081
C -1.005 -2.381 0.645 -0.265 -0.247 0.341
H -0.870 -3.137 1.420 -0.023 0.070 -0.148
H -1.082 -2.866 -0.334 -0.020 -0.009 0.033
H -3.138 -2.211 0.847 -0.019 0.014 0.037
H -2.212 -1.132 1.924 -0.029 -0.060 -0.045
C -3.678 0.144 -0.139 -0.007 -0.120 0.051
C -3.881 1.051 1.059 -0.090 -0.078 0.066
C -4.529 0.567 2.189 0.023 0.022 -0.112
C -4.656 1.350 3.323 -0.030 0.016 0.138
C -4.134 2.631 3.343 -0.040 0.003 0.086
C -3.490 3.125 2.221 0.075 0.080 -0.024
C -3.363 2.341 1.088 -0.019 -0.012 0.038
H -2.872 2.742 0.213 0.034 0.041 -0.077
H -3.084 4.126 2.227 0.030 0.080 0.005
H -4.232 3.244 4.227 -0.013 0.050 0.069
H -5.165 0.959 4.192 -0.042 -0.024 0.071
H -4.945 -0.431 2.180 -0.035 -0.104 -0.025
C -3.895 0.842 -1.466 -0.040 -0.013 -0.069
C -4.850 1.844 -1.585 -0.005 -0.028 -0.015
C -5.078 2.456 -2.805 -0.084 0.046 -0.027
C -4.359 2.071 -3.924 -0.010 0.037 -0.089
C -3.422 1.058 -3.818 -0.003 0.015 -0.096
C -3.197 0.443 -2.599 -0.013 -0.001 0.014
H -2.480 -0.359 -2.518 0.084 -0.063 0.021
H -2.867 0.741 -4.689 0.046 -0.024 -0.069
H -4.535 2.553 -4.874 -0.010 0.044 -0.076
H -5.822 3.236 -2.881 -0.061 0.064 -0.009
H -5.421 2.146 -0.719 -0.024 0.053 0.056
H -4.424 -0.662 -0.084 0.108 0.098 0.077
H -1.340 1.130 -0.812 0.040 0.043 0.039
H -1.127 0.838 0.937 0.003 -0.001 -0.112
H -0.075 -0.943 -1.317 0.055 0.077 0.006
H 1.913 0.340 1.312 0.066 0.022 0.000
H 2.402 -0.495 2.792 -0.100 -0.003 -0.074
H 3.803 -2.053 1.574 0.078 0.110 -0.014
H 5.858 2.110 0.499 -0.065 -0.040 -0.122
H 5.566 1.857 -1.250 -0.002 0.012 0.150
H 7.269 0.047 -1.272 0.035 -0.051 -0.069
H 7.560 0.285 0.460 0.061 -0.029 0.069
```
Forces are in eV/Å.

Computed properties:
E_tot: -1454.78189 hartree
SMILES string: CCN1C(=O)[C@@H](CC(=O)N2CCN(C(c3ccccc3)c3ccccc3)CC2)N(CC)C1=O
Net charge: 0
Energy relative to the best compared isomer or geometry (same formula, charge and spin): 19.7 kcal/mol
HOMO level: -8.871 eV

ORCA calculation (ωB97M-V/def2-TZVPD) on 3 unconnected molecules or ions with the total composition C4H13NO2.

The geometry in XYZ format:
```
20
Properties=species:S:1:pos:R:3:forces:R:3
N 2.372 -0.220 -0.466 0.535 -1.127 -1.301
C 1.398 -0.209 0.608 -1.640 1.314 0.709
C -1.579 -1.694 -1.431 -0.792 2.589 0.427
C -0.302 -1.035 -0.787 -2.580 -0.080 -3.983
C 0.232 -1.195 0.358 3.061 1.247 2.534
H 2.349 -1.003 -1.240 0.059 2.036 2.787
H 3.295 0.047 -0.129 -0.275 -0.428 -0.586
H 1.778 -0.340 1.645 0.338 -0.248 -0.774
H 0.874 0.877 0.691 1.144 -2.011 -0.329
H -2.647 -1.583 -0.900 2.727 -0.572 -0.521
H -1.391 -2.671 -1.826 -0.097 -0.714 0.081
H -1.706 -1.011 -2.287 -0.218 -0.607 -0.060
H 0.263 -0.300 -1.467 -1.369 -0.996 0.879
H 0.080 -1.867 1.172 -0.877 -0.487 0.172
H -2.740 1.212 -2.140 1.636 0.527 0.235
H -1.388 1.651 -1.313 -1.397 -0.568 -2.343
O -1.787 1.488 -2.245 -0.262 0.134 2.087
H -0.128 3.189 4.181 0.694 -0.123 0.439
H 0.392 2.084 3.417 -0.143 -1.628 -1.902
O 0.637 2.580 4.157 -0.545 1.742 1.447
```
Forces are in eV/Å.

Computed properties:
E_tot: -365.33801 hartree
SMILES string: C/C=C/CN.O.O
Net charge: 0
Energy relative to the best compared isomer or geometry (same formula, charge and spin): 65.6 kcal/mol
HOMO level: -8.840 eV